41
Properties=species:S:1:pos:R:3 method="wB97M-V/def2-TZVPD" homo_ha=-0.27827 fmax_ev_per_a=1.544 homo_lumo_gap_ev=8.1 spin_multiplicity=1 relative_energy_ev=0.4977 smiles="Cc1ccc(-c2nc(C#N)c(N3CCC(C(N)=O)CC3)o2)cc1"
C 3.82963 -2.55624 5.33361
C 3.05526 -2.31359 4.07517
C 2.38357 -3.35941 3.44683
C 1.65221 -3.14616 2.29844
C 1.57580 -1.86566 1.74694
C 0.81069 -1.65498 0.54453
N 0.15147 -2.54036 -0.12358
C -0.41262 -1.88264 -1.18910
C -1.19928 -2.52937 -2.14263
N -1.85403 -3.06101 -2.92460
C -0.04517 -0.53992 -1.10418
N -0.29745 0.51919 -1.89057
C 0.11962 1.85377 -1.52315
C -1.08274 2.68402 -1.06015
C -2.33171 2.36987 -1.89777
C -3.13129 3.64511 -2.16845
N -4.43749 3.42626 -2.43664
O -2.64262 4.75048 -2.17741
C -1.92000 1.75484 -3.24137
C -1.22568 0.41444 -2.99809
O 0.72751 -0.39455 -0.01100
C 2.24453 -0.81318 2.37058
C 2.97346 -1.04170 3.52046
H 4.33785 -3.51730 5.29491
H 3.15339 -2.57064 6.18916
H 4.56541 -1.77257 5.49675
H 2.43999 -4.35285 3.86806
H 1.13201 -3.95237 1.80640
H 0.86492 1.78557 -0.73144
H 0.59004 2.31536 -2.39648
H -0.85064 3.74566 -1.16591
H -1.28996 2.48531 -0.00790
H -2.97258 1.65408 -1.37282
H -4.84836 2.51047 -2.41692
H -5.02622 4.21346 -2.65352
H -1.26051 2.44818 -3.76407
H -2.79262 1.58656 -3.87358
H -1.97194 -0.34957 -2.76196
H -0.69419 0.09181 -3.90269
H 2.19028 0.17918 1.94832
H 3.48944 -0.21954 3.99585


68
Properties=species:S:1:pos:R:3 method="wB97M-V/def2-TZVPD" homo_ha="-0.61984 / -0.72978" charge=+4 fmax_ev_per_a=4.043 homo_lumo_gap_ev="6.0 / 2.9" spin_multiplicity=6 relative_energy_ev=1.4951
Ir 1.44959 0.73851 -1.02192
P 2.53194 1.25378 0.78120
P -1.50964 1.97455 1.83841
P 1.22420 -1.42842 -0.91259
H -2.58091 0.33279 -0.54798
C -2.84373 -0.72713 -0.60164
C -2.74727 -1.55363 0.44234
H -2.79501 -1.17589 1.46195
C 3.05602 2.89391 0.20194
C 1.88915 1.41198 2.47791
C 3.96942 0.14279 0.90066
C -3.13562 2.10405 1.12330
C -1.65854 1.24045 3.45563
C -0.88224 3.63685 2.03058
C -0.10410 -2.27366 -1.87438
C 1.29206 -2.35013 0.64911
C 2.71586 -2.05838 -1.79737
H -3.07375 -1.05563 -1.57886
H -2.85934 -2.66600 0.32919
H 4.04652 3.07032 0.62528
H 2.32041 3.63671 0.53503
H 3.06247 2.86642 -0.89798
H 2.73203 1.54757 3.17931
H 1.31388 0.50994 2.77183
H 1.19351 2.26617 2.56961
H 4.83372 0.75430 1.18345
H 4.14063 -0.31746 -0.08080
H 3.76305 -0.65008 1.63090
H -3.52425 3.06321 1.46875
H -3.77391 1.28233 1.46975
H -3.13039 2.11676 0.02881
H -1.06209 1.80467 4.16874
H -1.36883 0.18423 3.48446
H -2.71167 1.32597 3.73790
H -1.74206 4.31377 2.09967
H -0.26801 3.89522 1.15821
H -0.28993 3.72013 2.94682
H 0.33095 -3.19644 -2.29431
H -0.49588 -1.66333 -2.69363
H -0.92499 -2.50203 -1.16668
H 1.11849 -3.41223 0.42153
H 0.51503 -1.98300 1.32835
H 2.28422 -2.24761 1.09786
H 2.43667 -2.50692 -2.75539
H 3.19041 -2.83165 -1.18160
H 3.45889 -1.28444 -1.99168
C 0.94829 1.20106 -4.18431
C 1.35266 1.96587 -5.31944
C 0.56854 2.01269 -6.46793
C -0.70141 1.38337 -6.44526
C -1.17550 0.78413 -5.26668
C -0.36779 0.72800 -4.12069
S 2.23127 0.79028 -3.07676
H -0.61193 1.20089 1.02440
H 2.34715 2.43103 -5.30412
H 0.92579 2.51170 -7.38854
H -1.32825 1.39013 -7.34725
H -2.18524 0.35768 -5.25126
H -0.73316 0.29262 -3.20290
C -1.94244 -4.36952 3.64654
C -2.17661 -2.89810 3.40811
O -0.98532 -2.09423 3.35440
H -1.37553 -4.80501 2.81353
H -2.89907 -4.88054 3.70059
H -1.39924 -4.54821 4.58062
H -2.64789 -2.75748 2.43502
H -2.84137 -2.46537 4.16685
H -0.38992 -2.43432 4.04342


19
Properties=species:S:1:pos:R:3 method="wB97M-V/def2-TZVPD" homo_ha=-0.52259 charge=+1 fmax_ev_per_a=1.159 homo_lumo_gap_ev=11.4 spin_multiplicity=1 relative_energy_ev=1.4723
C 0.25161 -1.60687 -2.83297
C 0.01463 -0.49103 -1.84913
C -1.14605 -0.40575 -1.21232
N -1.30250 0.54544 -0.10651
H -0.68331 -2.12954 -3.03988
H 0.72916 -1.27992 -3.75277
H 0.90659 -2.34348 -2.35933
H 0.84837 0.19842 -1.76980
H -1.96205 -1.09314 -1.37496
H -1.54806 0.04721 0.74994
H -0.40550 1.05248 0.11027
H -2.02079 1.25198 -0.27885
N 0.31458 -0.41684 2.29088
C 0.95165 0.82696 2.29165
N 0.93048 1.59850 1.28193
H 0.55146 -0.94699 3.11445
H 0.55754 -0.98295 1.48115
H 1.39876 1.10001 3.24702
H 1.34222 2.50434 1.47744